[1]
Computed, not measured: 2 unconnected molecules or ions with the total composition C41H32NO2S in a non-equilibrium geometry, with ωB97M-V/def2-TZVPD.

```
! RIJCOSX wB97M-V def2-TZVPD def2/J DEFGRID3
* xyz 1 1
C 6.65 -0.71 3.11
C 5.29 -0.09 2.90
C 4.87 0.26 1.62
C 3.61 0.83 1.41
C 2.74 1.00 2.49
S 1.11 1.65 2.20
N 0.12 0.19 2.90
C 0.29 -1.01 2.05
C -0.52 -2.22 2.43
C -1.38 -2.78 1.47
C -2.07 -3.97 1.74
C -1.90 -4.60 2.98
C -1.02 -4.06 3.93
C -0.34 -2.86 3.66
C -1.02 0.55 3.41
C -2.02 1.07 3.98
C -3.42 1.04 3.67
C -4.26 1.87 4.41
C -5.60 2.05 4.13
C -6.17 1.29 3.10
C -5.38 0.39 2.38
C -4.02 0.25 2.66
O 0.73 2.71 3.09
O 0.81 1.68 0.79
C 3.17 0.70 3.78
C 4.43 0.15 3.98
H 6.83 -0.88 4.18
H 6.72 -1.67 2.58
H 7.44 -0.05 2.72
H 5.54 0.08 0.77
H 3.29 1.12 0.41
H 0.05 -0.73 1.02
H 1.36 -1.25 2.08
H -1.49 -2.28 0.50
H -2.72 -4.40 0.98
H -2.40 -5.55 3.18
H -0.85 -4.56 4.88
H 0.34 -2.42 4.39
H -3.79 2.37 5.24
H -6.19 2.76 4.72
H -7.24 1.40 2.89
H -5.83 -0.22 1.59
H -3.39 -0.45 2.12
H 2.52 0.91 4.63
H 4.76 -0.10 5.00
C -1.84 3.40 6.15
C -0.42 3.18 6.13
C 0.10 1.91 6.43
C 1.46 1.77 6.71
C 2.31 2.87 6.64
C 1.82 4.12 6.24
C 0.47 4.27 5.96
C -2.50 4.50 5.47
C -3.79 4.71 6.06
C -4.64 5.70 5.58
C -4.15 6.57 4.59
C -2.89 6.36 4.01
C -2.08 5.28 4.39
C -3.95 3.73 7.13
C -2.74 2.94 7.21
C -2.63 1.93 8.16
C -3.70 1.74 9.05
C -4.89 2.47 8.94
C -5.04 3.45 7.95
H -0.56 1.05 6.41
H 1.85 0.79 7.00
H 3.37 2.76 6.90
H 2.49 4.97 6.15
H 0.07 5.25 5.69
H -5.64 5.79 5.99
H -4.75 7.42 4.27
H -2.52 7.04 3.25
H -1.16 5.02 3.88
H -1.73 1.33 8.21
H -3.60 0.99 9.84
H -5.71 2.28 9.64
H -5.96 4.01 7.81
*
```

The HOMO energy comes out at -10.0 eV. For the calculated total energy, the calculation gives -59447.05896 eV. For the largest force on an atom, the calculation gives 3.2 eV/A. The molecular weight is 602.8 g mol⁻¹. The value obtained for the HOMO-LUMO gap is 4.452 eV.

[2]
Computed, not measured: a gas-phase ion, C4H11N2S (charge -2) in a non-equilibrium geometry, with ωB97M-V/def2-TZVPD.

```
! RIJCOSX wB97M-V def2-TZVPD def2/J DEFGRID3
* xyz -2 2
N 0.23 1.37 -0.89
C 0.29 0.23 0.04
C -0.40 0.24 1.33
S 0.40 0.99 2.89
C -0.33 -0.99 -0.72
N 0.14 -0.90 -2.08
C -0.60 -1.75 -2.93
H 0.92 1.46 -1.69
H 0.67 1.99 -0.20
H 1.35 0.05 0.06
H -0.77 -0.81 1.69
H -1.39 0.75 1.15
H 0.04 -1.85 -0.11
H -1.41 -0.77 -0.67
H -0.08 0.02 -2.47
H -1.60 -1.63 -2.97
H -0.20 -1.86 -4.04
H -0.36 -2.80 -2.47
*
```

The HOMO energy (alpha / beta) comes out at 3.7 / -0.3 eV. For the calculated total energy, the calculation gives -18136.88466 eV. For the largest force on an atom, the calculation gives 6.7 eV/A. The molecular weight is 119.2 g mol⁻¹. The value obtained for the HOMO-LUMO gap (alpha / beta) is 2.006 / 5.974 eV.

[3]
Computed, not measured: 2 unconnected molecules or ions with the total composition C6H10N2 in a non-equilibrium geometry, with ωB97M-V/def2-TZVPD.

```
! RIJCOSX wB97M-V def2-TZVPD def2/J DEFGRID3
* xyz 0 1
H -2.50 1.17 0.26
N -1.51 1.22 0.03
C -0.80 0.33 0.62
C 0.75 0.72 0.87
C 1.23 1.82 -0.08
C 1.51 -0.49 0.76
C 1.71 -1.61 0.31
H -1.16 -0.32 1.43
H 0.75 1.07 1.91
H 0.61 2.70 0.06
H 2.27 2.06 0.11
H 1.13 1.49 -1.11
H 2.21 -2.54 0.29
C -0.92 -1.28 -1.04
N -1.81 -2.08 -0.64
H 0.19 -1.54 -0.65
H -0.98 -0.67 -1.96
H -2.68 -2.04 -1.18
*
```

The HOMO energy comes out at -9.1 eV. As for the SMILES: [H]/N=C/[C@H](C)C#C.C=N. For the calculated total energy, the calculation gives -9359.34450 eV. For the largest force on an atom, the calculation gives 3.8 eV/A. The molecular weight is 110.2 g mol⁻¹. The value obtained for the HOMO-LUMO gap is 9.662 eV.

[4]
Computed, not measured: a molecular structure, C27H27BrN4O4Ti in a non-equilibrium geometry, with ωB97M-V/def2-TZVPD.

```
! RIJCOSX wB97M-V def2-TZVPD def2/J DEFGRID3
* xyz -2 3
Ti -0.78 0.36 -0.20
O 2.05 -0.88 3.05
C 1.37 -2.00 3.36
C 2.03 -2.95 4.14
C 1.40 -4.13 4.49
C 0.10 -4.40 4.08
C -0.55 -3.46 3.30
C 0.05 -2.26 2.94
C -0.68 -1.27 2.07
O -0.04 -0.19 1.75
N -1.90 -1.58 1.71
N -2.35 -0.52 0.88
C -3.58 -0.18 0.98
C -4.05 1.09 0.44
C -5.42 1.34 0.37
C -5.92 2.58 0.01
C -5.00 3.61 -0.25
C -3.64 3.41 -0.15
C -3.12 2.13 0.17
O -1.84 1.94 0.26
H 1.46 -0.30 2.50
H 3.04 -2.73 4.45
H 1.94 -4.86 5.10
H -0.39 -5.33 4.34
H -1.56 -3.63 2.95
H -4.25 -0.78 1.59
H -6.11 0.53 0.59
H -6.98 2.75 -0.07
H -5.37 4.59 -0.52
H -2.93 4.19 -0.35
N 2.54 0.38 0.21
C 2.98 1.48 -0.52
C 4.34 1.82 -0.44
C 4.83 2.94 -1.10
C 3.97 3.72 -1.84
C 2.59 3.41 -1.94
C 1.72 4.21 -2.70
C 0.36 3.83 -2.76
C -0.07 2.73 -2.08
N 0.71 1.91 -1.32
C 2.07 2.26 -1.26
H 3.27 -0.22 0.56
H 1.75 -0.13 -0.16
H 5.00 1.18 0.14
H 5.88 3.19 -1.03
H 4.33 4.60 -2.37
H 2.11 5.08 -3.22
H -0.37 4.39 -3.34
H -1.11 2.44 -2.13
Br -2.37 0.09 -2.46
C -0.70 -3.24 -1.64
C 0.49 -2.29 -1.53
C 0.94 -1.81 -2.91
C 1.65 -2.98 -0.80
O 0.10 -1.17 -0.78
H -0.42 -4.15 -2.18
H -1.52 -2.74 -2.14
H -1.03 -3.52 -0.63
H 1.27 -2.65 -3.53
H 1.76 -1.10 -2.81
H 0.11 -1.29 -3.40
H 1.93 -3.90 -1.31
H 1.36 -3.22 0.22
H 2.52 -2.32 -0.77
*
```

The HOMO energy (alpha / beta) comes out at 1.1 / -1.4 eV. For the calculated total energy, the calculation gives -135751.78873 eV. For the largest force on an atom, the calculation gives 1.5 eV/A. The molecular weight is 599.3 g mol⁻¹. The value obtained for the HOMO-LUMO gap (alpha / beta) is 3.563 / 6.041 eV.

[5]
Computed, not measured: 6 unconnected molecules or ions with the total composition C20H28FIN6O12S2 in a non-equilibrium geometry, with ωB97M-V/def2-TZVPD.

```
! RIJCOSX wB97M-V def2-TZVPD def2/J DEFGRID3
* xyz 0 1
C -0.81 -2.50 5.12
C -0.77 -2.85 3.62
C -2.10 -2.77 2.86
I -3.61 -3.97 3.79
C -2.55 -1.35 2.61
C -3.30 -0.64 3.54
C -3.68 0.67 3.31
C -3.29 1.29 2.13
S -3.72 2.95 1.75
O -2.60 3.81 1.76
O -4.69 2.98 0.71
F -4.52 3.27 3.07
C -2.55 0.61 1.17
C -2.17 -0.71 1.42
S -1.22 -1.58 0.21
C -0.38 -0.23 -0.56
C 0.86 -0.46 -1.14
C 1.50 0.57 -1.78
C 0.94 1.83 -1.84
C -0.29 2.07 -1.24
C -0.96 1.03 -0.61
N -2.24 1.31 -0.03
H -1.74 -1.98 5.38
H 0.00 -1.82 5.37
H -0.73 -3.39 5.73
H -0.06 -2.22 3.09
H -0.41 -3.88 3.51
H -1.96 -3.28 1.90
H -3.63 -1.12 4.45
H -4.27 1.21 4.04
H 1.32 -1.44 -1.08
H 2.48 0.44 -2.22
H 1.45 2.63 -2.36
H -0.75 3.05 -1.26
H -2.97 1.13 -0.72
C -5.06 -2.57 -1.81
N -4.32 -3.37 -0.80
O -3.87 -4.45 -1.13
O -4.21 -2.89 0.31
H -5.07 -3.13 -2.74
H -6.06 -2.40 -1.43
H -4.53 -1.63 -1.91
C -3.43 -8.44 2.13
N -2.12 -8.07 2.73
O -1.21 -7.78 1.98
O -2.04 -8.09 3.94
H -3.35 -8.37 1.05
H -3.66 -9.44 2.46
H -4.17 -7.73 2.51
C 3.28 6.17 -1.35
N 2.89 4.78 -1.69
O 2.39 4.58 -2.78
O 3.16 3.92 -0.88
H 2.99 6.81 -2.17
H 2.78 6.45 -0.43
H 4.36 6.15 -1.23
C 7.43 4.50 -3.48
N 6.49 5.36 -2.70
O 6.29 5.07 -1.54
O 5.97 6.28 -3.28
H 7.80 3.72 -2.83
H 6.87 4.09 -4.32
H 8.23 5.15 -3.84
C 4.59 1.09 -4.38
N 5.72 2.06 -4.32
O 6.65 1.79 -3.59
O 5.62 3.07 -4.98
H 4.81 0.26 -3.73
H 3.70 1.64 -4.06
H 4.48 0.77 -5.42
*
```

The HOMO energy comes out at -8.3 eV. As for the SMILES: CC[C@@H](I)c1ccc(S(=O)(=O)F)c2c1Sc1ccccc1N2.C[N+](=O)[O-].C[N+](=O)[O-].C[N+](=O)[O-].C[N+](=O)[O-].C[N+](=O)[O-]. For the calculated total energy, the calculation gives -87179.45469 eV. For the largest force on an atom, the calculation gives 1.1 eV/A. The molecular weight is 754.5 g mol⁻¹. The value obtained for the HOMO-LUMO gap is 7.963 eV.

[6]
Computed, not measured: 5 unconnected molecules or ions with the total composition H10O5 in a non-equilibrium geometry, with ωB97M-V/def2-TZVPD.

```
! RIJCOSX wB97M-V def2-TZVPD def2/J DEFGRID3
* xyz -1 2
O 2.47 -4.81 5.45
H 3.36 -4.44 5.44
H 1.94 -4.13 5.86
O 6.11 -6.09 4.78
H 6.00 -5.59 5.59
H 6.94 -6.55 4.91
O 8.48 -7.20 1.91
H 9.33 -7.26 1.48
H 8.50 -6.35 2.35
O 5.80 -4.76 7.34
H 4.99 -4.38 7.69
H 5.91 -5.58 7.83
O 8.30 -9.29 3.83
H 8.73 -9.13 4.67
H 8.49 -8.51 3.31
*
```

The HOMO energy (alpha / beta) comes out at 0.7 / -7.3 eV. For the calculated total energy, the calculation gives -10398.95417 eV. For the largest force on an atom, the calculation gives 1.3 eV/A. The molecular weight is 90.1 g mol⁻¹. The value obtained for the HOMO-LUMO gap (alpha / beta) is 2.222 / 10.163 eV.

[7]
Computed, not measured: a molecular structure, C34H38HfN6O6P2 in a non-equilibrium geometry, with ωB97M-V/def2-TZVPD.

```
! RIJCOSX wB97M-V def2-TZVPD def2/J DEFGRID3
* xyz 2 1
Hf -1.53 0.97 0.11
C 3.15 -1.94 3.36
C 2.22 -1.18 2.77
C 2.14 -0.78 1.33
C 1.32 -1.68 0.37
C 1.39 -3.11 0.74
C 2.54 -3.75 1.00
C 3.88 -3.13 1.22
C 4.22 -2.72 2.69
C -3.69 1.12 -0.05
H 3.19 -1.96 4.44
H 1.43 -0.74 3.40
H 3.13 -0.68 0.89
H 1.69 0.23 1.29
H 0.25 -1.40 0.30
H 1.72 -1.55 -0.65
H 0.45 -3.67 0.73
H 2.55 -4.85 1.02
H 4.06 -2.26 0.58
H 4.63 -3.88 0.93
H 4.47 -3.62 3.28
H 5.15 -2.10 2.67
H -4.15 0.28 0.50
H -4.17 1.14 -1.04
H -3.95 2.04 0.51
P -1.75 0.49 -2.32
P 0.55 2.51 -0.01
N -1.15 -0.86 -3.21
N -2.78 1.12 -3.65
N 2.17 2.17 -0.89
N 1.02 4.23 0.32
C -0.30 1.61 -2.52
C -0.40 2.83 -1.57
C -1.89 -2.05 -3.30
C -1.43 -2.76 -4.40
C -0.39 -1.98 -5.02
C -0.24 -0.82 -4.28
C -4.17 1.31 -3.59
C -4.57 2.01 -4.72
C -3.40 2.22 -5.52
C -2.33 1.65 -4.86
C 3.32 1.64 -0.30
C 4.30 1.50 -1.27
C 3.78 2.01 -2.49
C 2.49 2.47 -2.22
C 2.28 4.82 0.08
C 2.11 6.18 -0.15
C 0.71 6.46 0.00
C 0.07 5.26 0.27
H -0.21 1.95 -3.57
H 0.58 0.98 -2.34
H 0.03 3.74 -2.02
H -1.47 3.10 -1.36
H -2.62 -2.29 -2.54
H -1.80 -3.71 -4.75
H 0.16 -2.21 -5.92
H 0.46 0.00 -4.38
H -4.74 0.96 -2.74
H -5.56 2.37 -4.93
H -3.34 2.74 -6.46
H -1.28 1.62 -5.11
H 3.35 1.45 0.76
H 5.29 1.08 -1.12
H 4.25 2.06 -3.46
H 1.77 2.95 -2.88
H 3.18 4.23 0.08
H 2.89 6.87 -0.40
H 0.24 7.43 -0.10
H -0.98 5.04 0.43
O -1.47 0.43 2.22
C -1.76 -0.82 1.99
O -1.88 -1.12 0.72
C -1.93 -1.79 3.07
C -0.82 -2.57 3.39
C -0.78 -3.24 4.64
C -1.93 -3.26 5.45
C -3.09 -2.59 5.03
C -3.10 -1.84 3.83
N -4.34 -2.78 5.73
O -4.38 -3.52 6.74
O -5.36 -2.21 5.27
N 0.45 -3.86 5.03
O 1.39 -3.91 4.19
O 0.58 -4.37 6.16
H 0.03 -2.62 2.70
H -1.90 -3.80 6.39
H -3.98 -1.33 3.46
*
```

The HOMO energy comes out at -13.5 eV. For the calculated total energy, the calculation gives -76957.90492 eV. For the largest force on an atom, the calculation gives 8.0 eV/A. The molecular weight is 867.2 g mol⁻¹. The value obtained for the HOMO-LUMO gap is 4.718 eV.

[8]
Computed, not measured: a molecular structure, C41H35BrCl2IN8O5SiY in a non-equilibrium geometry, with ωB97M-V/def2-TZVPD.

```
! RIJCOSX wB97M-V def2-TZVPD def2/J DEFGRID3
* xyz 0 1
Y 12.79 12.97 13.29
Cl 6.02 12.38 12.16
C 7.47 12.95 12.79
C 8.63 12.84 12.01
C 9.85 13.30 12.53
N 11.04 13.25 11.89
C 11.30 12.96 10.56
O 10.61 12.24 9.83
C 12.53 13.61 10.11
C 12.62 13.94 8.75
C 13.72 14.70 8.32
C 14.70 15.06 9.28
C 14.54 14.65 10.60
N 13.49 13.93 11.03
C 9.92 13.85 13.86
C 8.76 13.98 14.63
C 7.52 13.56 14.10
Cl 6.11 13.74 15.01
N 11.17 14.12 14.33
C 11.50 14.90 15.43
O 10.68 15.29 16.27
C 12.90 15.28 15.52
C 13.31 16.10 16.57
C 14.65 16.53 16.61
C 15.54 16.11 15.60
C 15.07 15.28 14.60
N 13.78 14.84 14.55
H 8.66 12.40 11.02
H 11.82 13.56 8.08
H 13.81 14.98 7.27
H 15.61 15.62 9.01
H 15.30 14.90 11.34
H 8.88 14.42 15.62
H 12.54 16.38 17.32
H 14.98 17.20 17.42
H 16.60 16.40 15.59
H 15.75 14.96 13.81
C 10.25 11.05 15.43
O 10.93 10.97 14.12
C 10.82 9.75 13.47
C 10.02 8.71 13.96
C 9.97 7.51 13.22
Br 8.88 6.13 13.82
C 10.72 7.34 12.06
C 11.56 8.41 11.61
C 11.59 9.61 12.31
O 12.37 10.67 11.93
C 12.34 8.14 10.44
N 11.95 7.21 9.54
C 12.94 7.19 8.59
C 13.06 6.41 7.44
C 14.22 6.54 6.67
C 15.25 7.44 7.03
C 15.18 8.23 8.21
C 14.00 8.10 8.94
N 13.55 8.71 10.12
H 9.15 11.04 15.30
H 10.53 12.01 15.88
H 10.56 10.23 16.09
H 9.41 8.85 14.87
H 10.70 6.40 11.50
H 12.46 10.75 10.95
H 12.24 5.72 7.19
H 14.37 5.92 5.77
H 16.14 7.49 6.39
H 15.99 8.91 8.51
H 14.10 9.41 10.65
I 16.08 11.95 12.68
C 15.98 11.83 10.56
C 17.13 12.10 9.78
C 16.97 12.04 8.40
C 15.71 11.71 7.85
C 14.67 11.45 8.71
N 14.80 11.47 10.09
H 18.09 12.34 10.27
H 17.83 12.21 7.74
H 15.53 11.67 6.76
H 13.66 11.21 8.33
C 13.30 7.99 16.10
Si 14.52 8.93 15.05
C 14.91 8.05 13.48
C 16.05 9.43 16.00
O 13.73 10.36 14.41
H 13.90 7.24 16.68
H 12.57 7.43 15.47
H 12.73 8.61 16.83
H 15.54 7.16 13.67
H 15.46 8.71 12.76
H 13.99 7.67 12.97
H 16.00 9.02 17.03
H 16.21 10.53 16.09
H 16.95 9.01 15.49
N 13.56 11.93 16.14
C 13.54 11.50 14.94
H 13.87 11.12 16.72
*
```

The HOMO energy comes out at -6.6 eV. For the calculated total energy, the calculation gives -177357.03812 eV. For the largest force on an atom, the calculation gives 5.8 eV/A. The molecular weight is 1114.5 g mol⁻¹. The value obtained for the HOMO-LUMO gap is 6.004 eV.

[9]
Computed, not measured: a molecular structure, C16H16NO5 in a non-equilibrium geometry, with ωB97M-V/def2-TZVPD.

```
! RIJCOSX wB97M-V def2-TZVPD def2/J DEFGRID3
* xyz -1 1
C -4.57 -1.90 2.38
O -3.98 -0.57 2.42
C -2.62 -0.49 2.41
C -2.06 0.82 2.35
C -0.69 0.98 2.24
C 0.18 -0.10 2.24
C 1.65 0.13 2.02
C 2.56 -0.86 2.48
N 3.92 -0.68 2.29
O 4.78 -1.32 2.94
O 4.22 0.17 1.39
C -0.36 -1.41 2.32
C -1.74 -1.59 2.42
H -5.65 -1.73 2.38
H -4.26 -2.44 1.47
H -4.28 -2.47 3.28
H -2.69 1.68 2.39
H -0.25 1.97 2.14
H 1.89 0.48 1.00
H 2.25 -1.66 3.13
H 0.26 -2.31 2.29
H -2.15 -2.60 2.49
C 7.14 4.72 0.27
O 6.69 4.64 1.65
C 5.44 4.17 1.90
C 5.11 3.91 3.25
C 3.95 3.25 3.57
C 3.09 2.67 2.56
O 2.20 1.75 2.81
C 3.34 3.16 1.22
C 4.49 3.85 0.90
H 8.21 4.94 0.31
H 7.00 3.75 -0.23
H 6.62 5.51 -0.27
H 5.81 4.26 4.01
H 3.66 3.13 4.62
H 2.64 2.94 0.42
H 4.71 4.13 -0.12
*
```

The HOMO energy comes out at -3.2 eV. For the calculated total energy, the calculation gives -28574.94603 eV. For the largest force on an atom, the calculation gives 2.6 eV/A. The molecular weight is 302.3 g mol⁻¹. The value obtained for the HOMO-LUMO gap is 5.757 eV.

Look up the calculated total energy of the first one.
-59447.05896 eV